Density functional theory data (ωB97M-V/def2-TZVPD) for a structure of composition C17H30Cl3N5NaO7P2.

XYZ file:
```
65
Properties=species:S:1:pos:R:3:forces:R:3:lowdin_charge:R:1
H -1.4817 4.2715 2.1835 0.0 0.0 0.0 0.110
H 0.9086 -5.5996 0.1271 0.0 0.0 0.0 0.070
H 0.9616 -0.6369 -6.1103 0.0 0.0 0.0 0.098
O 1.5009 -1.7137 1.2682 0.0 -0.3 0.0 -0.320
Cl -0.6690 1.9576 -1.4567 0.0 0.0 0.0 0.810
O -2.0992 -3.6334 -1.4501 0.0 0.0 0.2 -0.178
H 1.6073 1.8065 1.8426 0.0 0.0 0.0 0.070
H -1.5571 1.5739 1.1031 0.0 0.0 -0.1 0.037
H -0.2502 2.8266 3.7023 0.0 0.0 0.0 0.097
C 0.1273 2.9222 2.6800 0.0 0.1 0.0 -0.212
H 4.0879 2.4432 -2.5375 0.0 0.0 0.0 0.118
H -1.1699 2.5267 -4.1661 0.0 0.0 0.0 0.104
C -0.0853 -5.1716 0.0036 0.0 0.0 0.0 -0.095
C 0.5975 -0.0549 -2.7346 0.0 -0.1 0.0 -0.503
H 2.5722 1.5569 -2.3993 0.0 0.0 0.1 0.097
N -2.0350 2.3783 1.4913 0.1 0.0 0.0 -0.064
N 0.7042 1.6456 2.2689 0.0 0.1 -0.1 -0.054
O 0.9517 -0.5024 -1.5936 0.1 -0.1 0.0 -0.154
C 2.3265 3.6001 -3.0757 0.1 0.0 0.0 -0.093
P -1.7071 -2.9352 0.0041 -0.3 -0.1 -0.3 0.302
C -2.7519 1.8959 2.6666 0.0 0.0 0.0 -0.224
Cl 1.9931 -2.0610 -3.9300 0.0 0.0 0.0 0.687
C 0.9811 -0.6380 -3.9730 0.0 0.0 0.0 -0.567
H -1.4849 -1.2081 2.5299 -0.1 0.0 0.0 0.079
Na 0.0258 -0.3000 0.5393 0.1 0.7 0.0 0.178
H -2.3115 2.2919 3.5885 0.0 0.0 0.0 0.091
P 1.0368 -3.1110 1.5378 0.2 -0.1 0.0 0.299
H 2.3687 3.3386 -4.1314 0.0 0.0 0.0 0.077
N -1.4297 -0.2051 2.6589 0.0 0.1 0.1 -0.061
C -0.1522 0.9998 -5.2800 0.0 0.0 0.0 -0.694
O 1.9982 -4.2222 1.7430 0.0 0.1 0.1 -0.320
H -0.6123 -3.7731 2.7903 -0.1 0.1 0.0 0.070
C -0.5533 0.1202 3.7812 0.0 0.0 0.0 -0.193
H -0.5804 3.6743 0.7967 0.0 0.0 0.0 0.077
C -0.0096 -3.6466 0.0749 -0.1 -0.1 0.0 -0.506
O -2.5190 -3.5176 1.1018 0.1 -0.1 0.1 -0.318
Cl -0.6042 1.6501 -6.8356 0.0 0.0 0.0 0.616
H 1.2831 3.6653 -2.7792 -0.1 0.0 0.0 0.049
C 2.9843 2.8256 -0.8169 0.0 -0.2 -0.1 -0.214
H -3.3207 -0.0215 1.8728 0.0 0.0 0.0 0.119
C 0.6277 -0.1397 -5.2106 0.0 0.0 -0.1 -0.158
H 1.4041 -0.1727 2.9520 0.0 0.0 0.0 0.091
C 3.0396 2.5313 -2.2462 -0.1 0.0 -0.1 -0.209
H -0.7209 -5.5410 0.8075 0.0 0.0 0.0 0.084
C 0.8129 0.6569 3.3342 0.0 0.0 0.1 -0.206
N 2.9376 3.0402 0.3085 0.0 0.1 0.2 0.163
O -0.0512 -2.9883 2.7373 0.0 -0.1 0.0 -0.157
C -0.1924 1.1168 -2.8964 0.0 0.0 -0.1 -0.563
H 2.7911 4.5757 -2.9353 0.0 0.0 0.0 0.075
O -1.6489 -1.4591 -0.2268 -0.1 -0.2 0.1 -0.318
H -0.3737 -0.7616 4.4057 0.0 0.0 0.0 0.114
H -2.9808 -3.3365 -1.7027 0.0 0.0 -0.1 0.065
C -0.5643 1.6329 -4.1204 0.0 0.0 0.0 -0.154
C -2.7669 0.3688 2.7293 -0.1 0.0 0.0 -0.200
H 1.3290 1.0570 4.2254 0.0 0.0 0.0 0.116
N 0.7432 -3.1817 -1.1398 0.0 0.2 -0.1 0.147
H -3.7907 2.2479 2.6490 0.0 0.0 0.0 0.106
H -0.5382 -5.4874 -0.9380 0.0 0.0 0.0 0.074
C -1.0110 3.3786 1.7574 0.0 0.0 0.0 -0.230
H 0.8912 3.7098 2.7069 0.0 0.0 0.0 0.110
H 1.6955 -3.5483 -1.1124 0.0 0.0 0.0 0.149
H -1.0469 0.8574 4.4199 0.0 0.0 0.0 0.097
H -3.3119 0.0738 3.6419 0.0 0.0 0.0 0.114
H 0.8195 -2.1209 -1.2554 0.0 0.0 0.1 0.081
H 0.2739 -3.5290 -1.9773 0.0 0.0 0.0 0.124
```
Forces are in eV/Å.

Values from the calculation:
M, g mol⁻¹: 607.8
Energy relative to the best compared isomer or geometry (same formula, charge and spin), kcal per mole: 0.0
Max |F|, eV/A: 0.731
Lowest unoccupied orbital energy, eV: 2.14
HOMO level, eV: -5.363
Kohn-Sham gap, eV: 7.50
Total charge: -1
E, eV: -100471.67814